# C24H35LaN5O4P

C24H35LaN5O4P as an isolated structure at a distorted geometry (the ωB97M-V functional and the def2-TZVPD basis, the Open Molecules 2025 dataset).

The geometry in XYZ format:
```
70
C24H35LaN5O4P, DFT the ωB97M-V functional and the def2-TZVPD basis
La 0.0218 0.5205 0.7246
N -3.0391 1.7774 1.1893
C -3.6340 2.9195 1.9966
C -3.9569 2.3852 3.3913
C -2.6866 2.0171 4.1626
N -2.0230 0.8927 3.4501
C -1.7490 3.2192 4.2412
C -1.3902 3.8425 2.8931
N -0.3736 3.0257 2.1574
C -2.6395 4.0764 2.0393
H -3.7530 1.1129 0.8920
H -2.4034 1.2975 1.9644
H -2.5447 2.1278 0.3637
H -4.5419 3.2387 1.4878
H -4.6324 1.5273 3.3265
H -4.4990 3.1630 3.9305
H -2.9495 1.7149 5.1774
H -2.4905 0.0083 3.6347
H -1.0666 0.7702 3.7709
H -0.8425 2.9619 4.7963
H -2.2561 3.9852 4.8318
H -0.9510 4.8225 3.0912
H 0.4561 3.0146 2.7508
H -0.0985 3.5613 1.3343
H -2.3559 4.3707 1.0238
H -3.1774 4.9294 2.4573
C 2.6256 1.3930 -4.3604
C 1.7679 0.8004 -3.2825
N 1.7278 -0.4397 -2.9823
O 2.5737 -1.1949 -3.7516
C 0.8500 1.6609 -2.4852
C 0.4401 2.9719 -3.0715
N 0.4348 1.2382 -1.3494
O -0.4654 2.0530 -0.6478
H 3.5786 0.8710 -4.4015
H 2.8068 2.4516 -4.1947
H 2.1513 1.2733 -5.3366
H 2.4372 -2.0966 -3.4341
H 0.2575 2.8649 -4.1403
H 1.2520 3.6942 -2.9562
H -0.4413 3.3648 -2.5803
O 0.5705 -0.6923 2.5661
C -0.1235 -1.5840 1.9837
O -1.2500 -1.2422 1.4801
C 0.5515 -2.8096 1.4778
P 1.0426 -2.0789 -0.2208
C 2.7626 -2.5649 -0.4568
C 3.7288 -1.5729 -0.2900
C 5.0758 -1.8597 -0.4499
C 5.4668 -3.1436 -0.7993
C 4.5135 -4.1365 -0.9854
C 3.1681 -3.8512 -0.8158
C -0.0549 -3.0000 -1.3293
C -0.2646 -4.3781 -1.2385
C -1.1592 -5.0082 -2.0866
C -1.8678 -4.2686 -3.0264
C -1.6785 -2.8987 -3.1179
C -0.7746 -2.2686 -2.2737
H -0.1238 -3.6490 1.3459
H 1.4271 -3.0611 2.0690
H 3.4331 -0.5582 -0.0415
H 5.8158 -1.0830 -0.3140
H 6.5158 -3.3709 -0.9329
H 4.8188 -5.1363 -1.2626
H 2.4430 -4.6367 -0.9714
H 0.2495 -4.9682 -0.4904
H -1.3100 -6.0765 -2.0111
H -2.5703 -4.7639 -3.6831
H -2.2266 -2.3232 -3.8519
H -0.5996 -1.2033 -2.3779
```

Lowest unoccupied orbital energy, eV: -5.5
Net charge: +2
Relative energy (zero: lowest compared OMol25 entry of this formula, charge and spin), kJ/mol: 0.0
Kohn-Sham gap, eV: 8.46
E_HOMO, eV: -14.0
Max |F|, eV/A: 3.17

Results of the Mulliken charge analysis, in e, for atoms 1 through 6:
1. La 1.55
2. N -0.03
3. C 0.05
4. C -1.09
5. C 0.09
6. N -0.45



# Br2ClHSi

A 2-piece molecular cluster, Br2ClHSi overall at a distorted geometry (the ωB97M-V functional and the def2-TZVPD basis, the Open Molecules 2025 dataset).

The geometry in XYZ format:
```
5
Br2ClHSi, DFT the ωB97M-V functional and the def2-TZVPD basis
Si 0.8651 0.1636 0.0955
Cl 0.8887 0.6478 -1.7915
Br 0.4581 2.0413 1.2844
Br -2.1892 -1.8312 0.1036
H -0.0227 -1.0215 0.3080
```

Lowest unoccupied orbital energy (alpha / beta), eV: -2.2 / -3.3
Relative energy (zero: lowest compared OMol25 entry of this formula, charge and spin), kJ/mol: 291.8
Kohn-Sham gap (alpha / beta), eV: 8.06 / 5.50
E_HOMO (alpha / beta), eV: -10.3 / -8.8
Max |F|, eV/A: 1.95

natural (NBO) analysis output, partial charges in e:
1. Si 1.00
2. Cl -0.32
3. Br -0.28
4. Br -0.27
5. H -0.13



# C5H12IN2

An isolated ion of composition C5H12IN2 and charge +1 at a distorted geometry (the ωB97M-V functional and the def2-TZVPD basis, the Open Molecules 2025 dataset).

The geometry in XYZ format:
```
20
C5H12IN2, DFT the ωB97M-V functional and the def2-TZVPD basis
C 0.0709 -1.6464 1.6113
N 0.1489 -0.2141 1.3071
C -1.1385 0.2940 0.8341
C -0.9002 1.4354 -0.1850
C 0.3059 0.8689 -0.8653
N 0.0469 -0.2591 -1.8499
I 1.5759 2.2773 -2.0140
C 1.1675 0.2568 0.3814
H 0.9654 -1.9259 2.2786
H -0.7655 -1.9396 2.1385
H 0.1679 -2.1296 0.6553
H -1.7602 0.4286 1.8547
H -1.6028 -0.4358 0.1915
H -1.6904 1.4870 -0.9961
H -0.6039 2.4320 0.0897
H 1.1490 -0.4956 -2.0872
H -0.4143 -0.0617 -2.7119
H -0.4158 -1.0620 -1.4720
H 1.9148 -0.4444 0.0764
H 1.7786 1.1344 0.7629
```

Lowest unoccupied orbital energy, eV: -4.1
Net charge: +1
Relative energy (zero: lowest compared OMol25 entry of this formula, charge and spin), kJ/mol: 220.6
Kohn-Sham gap, eV: 8.42
E_HOMO, eV: -12.5
Max |F|, eV/A: 4.68

Results of the natural (NBO) charge analysis, in e, for atoms 1 through 6:
1. C -0.40
2. N -0.44
3. C -0.22
4. C -0.50
5. C 0.08
6. N -0.76



# C7H9O3

One molecule with the formula C7H9O3 at a distorted geometry (the ωB97M-V functional and the def2-TZVPD basis, the Open Molecules 2025 dataset).

The geometry in XYZ format:
```
19
C7H9O3, DFT the ωB97M-V functional and the def2-TZVPD basis
C 1.3109 0.7077 -0.3716
C 0.1338 1.6838 -0.4916
C -1.1391 1.1458 -1.1116
C -1.6159 -0.9011 0.8742
C -0.7024 -1.8506 0.1955
C 0.6341 -1.7314 0.2495
C 1.2242 -0.3842 0.7462
O 1.1499 0.0291 1.9601
O -1.4980 -0.1852 1.8501
O -1.2401 0.4714 -2.1277
H 1.5102 0.2560 -1.3477
H 2.1586 1.3496 -0.1186
H -0.1829 2.0685 0.4910
H 0.4337 2.5250 -1.1505
H -2.0485 1.3581 -0.5080
H -2.5597 -0.8096 0.3501
H -1.1821 -2.6244 -0.3924
H 1.3386 -2.4978 -0.1163
H 2.2749 -0.6107 1.0193
```

Lowest unoccupied orbital energy (alpha / beta), eV: -0.2 / -0.7
Relative energy (zero: lowest compared OMol25 entry of this formula, charge and spin), kJ/mol: 55.0
Expectation value of S²: 0.754
Multiplicity: 2
Kohn-Sham gap (alpha / beta), eV: 9.53 / 9.11
E_HOMO (alpha / beta), eV: -9.7 / -9.8
Max |F|, eV/A: 3.71

Results of the natural (NBO) charge analysis, in e, for atoms 1 through 6:
1. C -0.43
2. C -0.52
3. C 0.44
4. C 0.38
5. C -0.32
6. C -0.12



# C6H26O7

A 7-piece molecular cluster, C6H26O7 overall at a distorted geometry (the ωB97M-V functional and the def2-TZVPD basis, the Open Molecules 2025 dataset).

The geometry in XYZ format:
```
39
C6H26O7, DFT the ωB97M-V functional and the def2-TZVPD basis
C 12.9994 5.1913 9.1713
C 12.3355 4.2595 8.1321
O 10.9186 4.3916 7.9653
H 12.4368 5.2783 10.1585
H 13.0623 6.2684 8.8212
H 14.0250 4.8369 9.2232
H 12.5744 3.2341 8.3324
H 12.8483 4.5632 7.2725
H 10.6801 5.3615 8.0351
C 9.3531 4.7216 4.7468
C 8.1660 5.0867 5.5825
O 7.8049 4.0012 6.4665
H 9.2634 3.7230 4.2459
H 10.2420 4.7184 5.3451
H 9.5832 5.3741 3.8553
H 7.3631 5.2206 4.8625
H 8.2956 6.0501 6.1287
H 6.8942 3.6594 6.2169
C 4.1934 5.7171 6.8428
C 4.9627 5.3893 8.0999
O 4.3999 5.7425 9.2872
H 4.7815 5.4887 6.0031
H 3.9437 6.7533 6.7231
H 3.2956 5.0861 6.8262
H 5.9968 5.8103 7.9124
H 5.1133 4.3137 7.9421
H 5.0814 5.7286 9.9381
O 12.1902 6.8981 5.5755
H 11.7392 6.0782 5.2856
H 11.4804 7.4707 5.9330
O 9.4028 6.5840 8.5702
H 9.6649 7.2756 9.2435
H 8.9298 5.9183 9.0787
O 6.3786 4.9581 11.3279
H 6.9885 4.5772 10.7211
H 6.2632 4.3481 12.0644
O 8.2473 3.7999 9.1089
H 7.8464 3.9536 8.2709
H 9.1704 3.5511 8.8681
```

Lowest unoccupied orbital energy, eV: 0.4
Relative energy (zero: lowest compared OMol25 entry of this formula, charge and spin), kJ/mol: 196.6
Kohn-Sham gap, eV: 10.18
E_HOMO, eV: -9.8
Max |F|, eV/A: 3.48

Results of the natural (NBO) charge analysis, in e, for atoms 1 through 6:
1. C -0.64
2. C -0.06
3. O -0.78
4. H 0.21
5. H 0.21
6. H 0.22



# C4H4O6

C4H4O6 as an isolated structure at a distorted geometry (the ωB97M-V functional and the def2-TZVPD basis, the Open Molecules 2025 dataset).

The geometry in XYZ format:
```
14
C4H4O6, DFT the ωB97M-V functional and the def2-TZVPD basis
C 3.1400 0.7051 -0.4208
C 0.1681 -1.1951 0.8040
C -0.8849 -0.2350 0.9531
C -1.5626 0.0731 -0.9544
O 2.7202 1.0448 -1.4416
O 3.4242 0.3338 0.6015
O 0.0852 -2.0623 -0.1874
O -0.6001 0.9127 1.4747
O -2.1491 1.2628 -1.0404
O 1.1285 -1.1957 -0.2744
H 0.7380 -1.5500 1.7634
H -1.9094 -0.8200 -1.3284
H -1.3255 1.5425 1.5153
H -2.9726 1.1833 -1.4646
```

Lowest unoccupied orbital energy (alpha / beta), eV: 0.2 / -0.3
Relative energy (zero: lowest compared OMol25 entry of this formula, charge and spin), kJ/mol: 881.9
Kohn-Sham gap (alpha / beta), eV: 8.32 / 7.70
E_HOMO (alpha / beta), eV: -8.1 / -8.0
Max |F|, eV/A: 6.53

Results of the natural (NBO) charge analysis, in e, for atoms 1 through 6:
1. C 1.02
2. C 0.21
3. C 0.19
4. C 0.15
5. O -0.52
6. O -0.50